No. 1
Formula: C32H39N5NbO4S2
Source: the OMol25 dataset
Level of theory: the ωB97M-V functional and the def2-TZVPD basis

XYZ file:
```
83
C32H39N5NbO4S2 the ωB97M-V functional and the def2-TZVPD basis
Nb 0.2705 0.3289 -0.9875
C -2.4945 4.7380 0.7664
N -2.4925 3.6704 -0.2395
C -3.5324 3.6550 -1.2631
C -1.4316 2.8796 -0.3327
O -1.2037 2.1032 -1.3172
C -0.4729 2.9387 0.8367
O 0.5747 1.9455 0.5242
C 1.7146 1.7980 1.5145
C 2.6441 0.7089 0.9372
O 2.2049 0.1997 -0.1394
N 3.7520 0.2563 1.5410
C 4.1856 0.8543 2.8148
C 4.7766 -0.4748 0.8223
H -2.9290 4.3855 1.7350
H -1.4742 5.1509 0.9193
H -3.1448 5.6025 0.4730
H -3.6938 2.6035 -1.4984
H -4.4693 4.1317 -0.9248
H -3.1243 4.1491 -2.1659
H -0.0595 3.9754 0.9304
H -0.9372 2.6427 1.7960
H 2.2641 2.7787 1.6816
H 1.3668 1.4117 2.4510
H 4.9121 1.7118 2.7642
H 3.2662 1.1667 3.3030
H 4.7226 0.1001 3.3826
H 4.8461 -1.5010 1.2097
H 4.4908 -0.5399 -0.2753
H 5.7553 0.0121 0.9195
C 1.0646 -2.6984 2.3256
C 0.8442 -2.3678 0.9098
N 0.0864 -1.3071 0.7392
N -0.5976 -0.8127 1.7899
C -1.7899 -0.3368 1.4961
S -2.3455 -0.0793 -0.1409
S -2.9393 0.1644 2.7479
C -3.0518 -1.4472 3.7291
C -4.4090 -2.1162 3.5756
C -4.6224 -3.1552 2.6479
C -5.8389 -3.7711 2.5069
C -6.9383 -3.3814 3.2921
C -6.7636 -2.3340 4.1950
C -5.5297 -1.6532 4.2953
C 1.1848 -3.1806 -0.2232
C 1.6761 -4.4875 -0.0240
C 1.8765 -5.3074 -1.1176
C 1.3654 -4.9646 -2.3680
C 0.8123 -3.7017 -2.5810
C 0.8122 -2.7556 -1.5416
O 0.5797 -1.4854 -1.8159
H 1.1532 -1.7386 2.8627
H 0.1660 -3.0691 2.8488
H 1.9262 -3.3033 2.5824
H -2.1993 -2.0984 3.4798
H -2.8973 -1.1681 4.7735
H -3.7817 -3.4010 1.9546
H -5.9741 -4.6311 1.8358
H -7.8886 -3.8287 3.1164
H -7.5907 -1.9655 4.8016
H -5.4555 -0.7545 4.8890
H 1.9478 -4.9040 0.9474
H 2.3523 -6.2805 -0.9288
H 1.4937 -5.6848 -3.1644
H 0.4486 -3.3784 -3.5390
C 0.9063 -0.3185 -4.9153
C 1.8404 0.8505 -4.6637
C 2.6651 1.3390 -5.6941
C 3.3602 2.5515 -5.5375
C 3.2341 3.2444 -4.3203
C 2.5587 2.7747 -3.2162
C 2.6324 3.5441 -1.9329
C 1.8207 1.5496 -3.4143
N 0.9692 1.1150 -2.4806
H 1.1696 -0.7608 -5.8965
H -0.1558 -0.0306 -4.8714
H 1.0360 -1.1269 -4.1624
H 2.8011 0.7680 -6.5963
H 4.0566 2.8824 -6.2755
H 3.6805 4.2433 -4.2164
H 1.6959 4.1580 -1.8469
H 3.4638 4.2936 -2.0138
H 2.8010 2.9240 -1.0225
```

**Orbital gap (alpha / beta)**: 6.871 / 6.870 eV
**2S+1**: 1
**HOMO (alpha / beta)**: -9.4973 / -9.4967 eV
**Net charge**: +1

No. 2
Formula: C32H39N6P2SSe2V
Source: the OMol25 dataset
Level of theory: the ωB97M-V functional and the def2-TZVPD basis

XYZ file:
```
83
C32H39N6P2SSe2V the ωB97M-V functional and the def2-TZVPD basis
V 2.6562 1.5330 -0.5133
N 3.2402 3.4229 -1.1662
C 4.4793 3.8726 -0.5193
C 4.5497 3.2254 0.8623
N 4.2164 1.7937 0.7770
C 5.3560 0.9020 0.5214
C 5.6065 0.8094 -0.9820
N 4.3022 0.7451 -1.6585
H 3.2891 3.6139 -2.1696
H 2.4564 3.9695 -0.8068
H 4.5128 4.9647 -0.4130
H 5.3312 3.5713 -1.1357
H 3.8087 3.7010 1.5133
H 5.5399 3.3762 1.3012
H 3.8409 1.5216 1.6868
H 5.0968 -0.0933 0.9057
H 6.2532 1.2507 1.0410
H 6.2146 -0.0760 -1.1933
H 6.1558 1.6801 -1.3444
H 4.0250 -0.2378 -1.7162
H 4.4159 1.0619 -2.6214
Se -3.2398 1.0131 -3.1697
P -2.8578 0.2482 -1.2225
C -2.9974 -1.5543 -1.0555
C -3.3058 -2.3172 -2.1730
C -3.5157 -3.6774 -2.0385
C -3.4251 -4.2754 -0.7916
C -3.0996 -3.5150 0.3225
C -2.8946 -2.1530 0.1973
C -3.9222 1.0093 0.0399
C -3.8382 2.3915 0.1886
C -4.7025 3.0373 1.0529
C -5.6493 2.3089 1.7581
C -5.7488 0.9372 1.5863
C -4.8959 0.2810 0.7140
C -1.1485 0.6799 -0.8157
C -0.0284 0.0165 -0.2875
N 0.9730 0.8963 -0.4353
N 0.5403 1.9864 -0.9926
N -0.7350 1.8937 -1.2268
P 0.6227 -1.6173 0.0797
Se 2.7004 -1.2297 0.4439
C 0.3638 -2.4667 -1.5040
C -0.2582 -3.6966 -1.6481
C -0.4337 -4.2174 -2.9189
C 0.0009 -3.5168 -4.0328
C 0.6347 -2.2920 -3.8826
C 0.8253 -1.7699 -2.6211
C -0.0400 -2.3950 1.5619
C 0.2769 -3.7251 1.8209
C -0.0764 -4.2786 3.0392
C -0.7277 -3.5070 3.9884
C -1.0095 -2.1726 3.7409
C -0.6585 -1.6074 2.5283
H -3.3970 -1.8367 -3.1376
H -3.7621 -4.2633 -2.9081
H -3.6192 -5.3305 -0.6822
H -3.0197 -3.9767 1.2934
H -2.6937 -1.5557 1.0746
H -3.1128 2.9409 -0.3985
H -4.6495 4.1092 1.1663
H -6.3247 2.8152 2.4295
H -6.4983 0.3783 2.1244
H -5.0030 -0.7833 0.5592
H -0.6098 -4.2374 -0.7829
H -0.9157 -5.1755 -3.0361
H -0.1477 -3.9246 -5.0212
H 0.9803 -1.7434 -4.7447
H 1.3357 -0.8163 -2.4930
H 0.8006 -4.3123 1.0785
H 0.1682 -5.3064 3.2529
H -1.0181 -3.9470 4.9291
H -1.4916 -1.5705 4.4951
H -0.8706 -0.5652 2.3156
C -0.1640 2.6797 2.3744
S 1.2459 3.4863 1.5858
C 0.3665 4.8092 0.6994
H -0.8842 2.3855 1.6157
H -0.6156 3.3741 3.0792
H 0.2181 1.8143 2.9068
H -0.3099 5.2976 1.3968
H -0.1836 4.3948 -0.1447
H 1.0990 5.5367 0.3567
```

**Orbital gap (alpha / beta)**: 5.742 / 6.315 eV
**Relative energy (zero: lowest compared OMol25 entry of this formula, charge and spin)**: 37.86 kcal per mole
**2S+1**: 3
**HOMO (alpha / beta)**: -11.9504 / -11.9521 eV
**Net charge**: +2

No. 3
Formula: C32H40BF28O16Sn
Source: the OMol25 dataset
Level of theory: the ωB97M-V functional and the def2-TZVPD basis

XYZ file:
```
118
C32H40BF28O16Sn the ωB97M-V functional and the def2-TZVPD basis
Sn -2.5685 4.2322 -5.2792
B -1.1325 1.9976 -0.1692
F -0.6048 1.2608 0.9227
F -1.8476 3.1414 0.1851
F -0.1075 2.2932 -1.0001
F -2.0031 1.2105 -0.9250
C 7.3205 6.0581 -9.4348
C 7.4296 6.8822 -8.1317
O 6.7584 6.2082 -7.1149
C 7.5022 5.4210 -6.2733
O 8.6865 5.1635 -6.4862
C 6.7510 4.9756 -5.0169
F 7.3585 5.4989 -3.9380
F 5.5101 5.3253 -4.9313
F 6.8283 3.6549 -4.9304
H 7.6421 5.0358 -9.2363
H 7.9342 6.4335 -10.2537
H 6.3681 5.9575 -9.9553
H 7.0367 7.8988 -8.1177
H 8.5063 6.9880 -7.9991
C -4.3517 -3.7966 -9.8266
C -4.9567 -2.5442 -9.0816
O -6.0310 -2.9039 -8.2059
C -6.0544 -2.4134 -6.9274
O -5.3265 -1.5008 -6.5466
C -7.0466 -3.1890 -5.9611
F -7.2923 -4.3814 -6.4459
F -6.5010 -3.2607 -4.7223
F -8.2167 -2.5139 -5.9374
H -3.4898 -3.4076 -10.3688
H -5.0349 -4.2877 -10.5195
H -3.9980 -4.4822 -9.0565
H -5.4195 -1.8616 -9.7942
H -4.0490 -2.0586 -8.7233
C 0.5032 7.1121 3.8484
C 0.5667 7.9586 2.5952
O -0.4314 8.9814 2.6614
C -1.3268 9.0906 1.6856
O -1.3521 8.5016 0.5957
C -2.5282 9.9886 2.1028
F -3.5430 9.1822 2.5276
F -2.2616 10.8986 3.0577
F -2.8753 10.6182 0.9357
H 1.4358 6.6488 4.1704
H -0.2677 6.3425 3.8097
H 0.2155 7.7168 4.7085
H 0.4805 7.2945 1.7352
H 1.4993 8.5077 2.4652
C 3.3137 0.2219 -10.0762
C 2.2300 -0.8385 -9.9213
O 2.4599 -1.7848 -8.8960
C 2.0050 -1.5323 -7.5736
O 1.6314 -0.3772 -7.1847
C 2.1255 -2.6706 -6.6260
F 2.1241 -3.7962 -7.3088
F 3.3521 -2.4723 -6.0148
F 1.1376 -2.6520 -5.6238
H 4.3469 -0.1091 -10.1820
H 3.2476 1.0065 -9.3225
H 3.0169 0.7900 -10.9577
H 2.1736 -1.3178 -10.8986
H 1.2299 -0.4641 -9.7028
C -8.0356 0.7300 2.9339
C -7.5992 1.2849 1.5808
O -8.8664 1.6487 1.0401
C -8.9723 2.2480 -0.1104
O -8.0431 2.6409 -0.8336
C -10.4326 2.3734 -0.5846
F -10.5664 1.9057 -1.8121
F -11.2834 1.7132 0.2154
F -10.7684 3.6766 -0.6545
H -8.6220 -0.1835 2.8348
H -8.7468 1.4617 3.3171
H -7.2784 0.5821 3.7038
H -7.0641 0.5246 1.0119
H -6.9750 2.1653 1.7341
C 4.7160 -3.8346 2.8537
C 4.6283 -4.3707 4.2767
O 5.9795 -4.5927 4.6872
C 6.3127 -5.1311 5.8982
O 5.5547 -5.3465 6.8499
C 7.8191 -5.2638 6.1614
F 8.5113 -4.6719 5.2097
F 8.0963 -4.6566 7.3154
F 8.1639 -6.5161 6.2097
H 3.7399 -3.4741 2.5290
H 5.0709 -4.5495 2.1113
H 5.4215 -3.0044 2.8199
H 4.1479 -5.3487 4.3024
H 4.0840 -3.7244 4.9652
C -2.7441 -6.1915 2.4292
C -2.5128 -5.1634 3.5401
O -1.8965 -5.7985 4.6675
C -2.6357 -6.2672 5.7102
O -3.8419 -6.0297 5.9477
C -1.8592 -7.1191 6.6887
F -2.4826 -8.2937 6.7293
F -0.6204 -7.2873 6.3495
F -1.7746 -6.5592 7.9416
H -3.0047 -5.6563 1.5161
H -3.4474 -7.0002 2.6281
H -1.7993 -6.6238 2.0998
H -3.3777 -4.5452 3.7806
H -1.7507 -4.4544 3.2165
C 1.3306 -0.9334 9.7086
C 2.6731 -1.1036 10.4049
O 2.3745 -1.9368 11.5552
C 3.3690 -2.4365 12.3049
O 4.5485 -2.1624 12.1221
C 2.8814 -3.3299 13.4681
F 1.5031 -3.4269 13.4213
F 3.3112 -4.5812 13.3018
F 3.2848 -2.9520 14.6614
H 0.5822 -0.3338 10.2267
H 0.8941 -1.8835 9.4003
H 1.4535 -0.4193 8.7554
H 3.0135 -0.1043 10.6762
H 3.4262 -1.5750 9.7733
```

**Orbital gap**: 1.021 eV
**Relative energy (zero: lowest compared OMol25 entry of this formula, charge and spin)**: 286.66 kcal per mole
**2S+1**: 1
**HOMO**: -11.7811 eV
**Net charge**: +1

No. 4
Formula: C32H40Cl29FO2
Source: the OMol25 dataset
Level of theory: the ωB97M-V functional and the def2-TZVPD basis

XYZ file:
```
104
C32H40Cl29FO2 the ωB97M-V functional and the def2-TZVPD basis
C -0.2584 1.6324 -1.0583
C -0.2666 0.0437 -1.2829
C -0.8188 -0.8457 -0.1844
C -0.8531 -2.3022 -0.3951
C -0.3538 -2.9135 -1.6684
C 0.1756 -2.0183 -2.7064
C 0.2162 -0.5695 -2.5212
C 0.7681 0.2776 -3.7323
C 2.0016 1.0984 -3.2211
C 2.9371 0.5817 -2.3774
C 4.1074 1.5018 -1.8894
O 5.2301 1.1142 -1.7255
C 3.6921 3.0069 -1.6726
C 4.2343 3.8316 -0.5898
Cl 5.4266 3.1611 0.5755
C 3.7335 5.2195 -0.4841
C 2.7385 5.7677 -1.4013
C 2.1991 4.9341 -2.4873
F 1.2625 5.3832 -3.3661
C 2.6830 3.5679 -2.6008
C 2.1349 2.5876 -3.7000
O 1.8755 2.9416 -4.8203
H 0.7462 2.0429 -0.7623
H -0.5901 2.1213 -2.0006
H -1.0173 1.8741 -0.2773
H -1.2288 -0.4064 0.8001
H -1.2809 -2.9806 0.3689
H -0.3916 -4.0372 -1.8384
H 0.5063 -2.5092 -3.6516
H -0.0421 1.0347 -3.9480
H 1.0242 -0.3503 -4.6177
H 2.8776 -0.4688 -2.0045
H 4.1312 5.8192 0.3622
H 2.3328 6.8077 -1.3099
C 1.3279 -7.0318 -2.3846
Cl 1.9863 -6.5025 -0.8438
Cl -0.1724 -6.1620 -2.7814
H 2.0607 -6.8420 -3.1646
H 1.1173 -8.0990 -2.3246
C -0.6756 2.2104 3.0566
Cl -1.0188 3.8492 2.4841
Cl -0.5213 1.0909 1.6920
H 0.2553 2.2182 3.6186
H -1.4914 1.8861 3.6972
C 1.4455 -4.5224 2.0552
Cl 0.8513 -3.6168 0.6490
Cl 0.3454 -4.4174 3.4409
H 1.5463 -5.5681 1.7744
H 2.4136 -4.1239 2.3497
C -1.7735 -5.4261 -6.2582
Cl -0.8134 -4.5047 -5.0944
Cl -1.5759 -7.1680 -6.0244
H -2.8216 -5.1706 -6.1292
H -1.4512 -5.1677 -7.2631
C -3.8423 1.6640 -2.8334
Cl -3.8310 2.4949 -4.3978
Cl -2.2449 1.0049 -2.4406
H -4.1295 2.3732 -2.0603
H -4.5604 0.8511 -2.8728
C -5.7359 0.2627 0.4051
Cl -4.2639 1.0505 0.9875
Cl -5.4077 -0.7606 -0.9980
H -6.1416 -0.3552 1.2015
H -6.4572 1.0258 0.1253
C 1.8029 -2.0807 5.8214
Cl 1.1582 -1.1109 4.4897
Cl 0.7485 -2.0581 7.2410
H 1.9046 -3.1082 5.4815
H 2.7756 -1.6863 6.1027
C -0.8789 6.6619 -0.2000
Cl -1.6644 6.5828 1.3837
Cl -0.6533 5.0498 -0.8874
H -1.5008 7.2474 -0.8716
H 0.0919 7.1368 -0.0867
C -3.6277 2.5159 6.3015
Cl -2.6790 1.2002 5.5911
Cl -2.7460 3.3248 7.5995
H -3.8531 3.2430 5.5259
H -4.5503 2.1063 6.7034
C 1.6302 -11.6524 -2.0138
Cl 1.8220 -10.0216 -1.3573
Cl 1.2851 -11.6104 -3.7462
H 2.5499 -12.2072 -1.8508
H 0.8067 -12.1427 -1.5021
C -1.5384 10.4963 2.0661
Cl -0.2307 10.0782 0.9527
Cl -2.8672 11.3003 1.2238
H -1.9123 9.5852 2.5258
H -1.1497 11.1641 2.8298
C -3.2741 -5.2521 1.7507
Cl -3.6148 -3.6330 1.1273
Cl -3.1975 -6.4402 0.4441
H -2.3181 -5.2353 2.2679
H -4.0634 -5.5371 2.4410
C 5.2354 3.6966 -5.8507
Cl 6.0944 2.3350 -6.5814
Cl 6.2327 4.5106 -4.6379
H 4.9773 4.4087 -6.6294
H 4.3316 3.3277 -5.3742
C -0.1670 -1.2110 10.8380
Cl -0.8470 -0.2115 9.5490
Cl -1.2147 -1.2262 12.2623
H -0.0548 -2.2285 10.4730
H 0.8031 -0.8104 11.1190
```

**Orbital gap**: 7.412 eV
**Relative energy (zero: lowest compared OMol25 entry of this formula, charge and spin)**: 0.00 kcal per mole
**2S+1**: 1
**HOMO**: -8.1431 eV

No. 5
Formula: C32H40ClN6O6RhSb2
Source: the OMol25 dataset
Level of theory: the ωB97M-V functional and the def2-TZVPD basis

XYZ file:
```
88
C32H40ClN6O6RhSb2 the ωB97M-V functional and the def2-TZVPD basis
Rh -0.3093 0.7123 -1.1940
C 1.5790 -2.7312 -0.4075
C 0.4935 -3.3846 0.4431
C -0.9587 -2.9089 0.2050
Sb -1.0465 -0.8884 0.9486
C -0.5426 -1.6455 2.9159
C -1.4908 -2.4965 3.4891
C -1.2293 -3.1766 4.6689
C 0.0007 -3.0324 5.2947
C 0.9641 -2.2192 4.7222
C 0.6978 -1.5384 3.5394
C -2.9392 -0.0498 1.4839
C -3.5876 0.6841 0.4890
C -4.6961 1.4639 0.7832
C -5.1726 1.5197 2.0845
C -4.5205 0.8161 3.0862
C -3.4019 0.0461 2.7947
Sb 1.9731 -0.6016 -0.6238
C 2.5503 0.7292 1.0128
C 1.6696 1.2708 1.9482
C 2.0065 2.3705 2.7241
C 3.2382 2.9869 2.5612
C 4.1219 2.4791 1.6235
C 3.7849 1.3662 0.8640
C 4.0146 -0.8333 -1.2207
C 4.8996 -1.5103 -0.3839
C 6.2320 -1.6471 -0.7413
C 6.6866 -1.1135 -1.9402
C 5.8072 -0.4529 -2.7826
C 4.4686 -0.3170 -2.4298
H 1.3433 -2.8923 -1.4660
H 2.5431 -3.2058 -0.2244
H 0.7402 -3.3049 1.5023
H 0.5351 -4.4533 0.2060
H -1.6613 -3.5236 0.7672
H -1.2199 -2.9288 -0.8503
H -2.4539 -2.6406 3.0116
H -1.9856 -3.8238 5.0940
H 0.2084 -3.5618 6.2152
H 1.9355 -2.1155 5.1884
H 1.4895 -0.9402 3.1090
H -3.2128 0.6845 -0.5261
H -5.1530 2.0429 -0.0079
H -6.0360 2.1265 2.3232
H -4.8712 0.8730 4.1087
H -2.8951 -0.4582 3.6042
H 0.6882 0.8475 2.0968
H 1.2996 2.7463 3.4535
H 3.5030 3.8524 3.1538
H 5.0849 2.9493 1.4712
H 4.5050 1.0069 0.1431
H 4.5614 -1.9174 0.5634
H 6.9171 -2.1668 -0.0837
H 7.7278 -1.2177 -2.2165
H 6.1581 -0.0391 -3.7189
H 3.7905 0.2026 -3.0916
N -0.9551 2.5217 0.1619
N -0.1896 3.6878 -0.0183
C 0.7158 3.7309 -1.0263
N 1.1651 4.9387 -1.3624
N 1.0741 2.5582 -1.5433
N 1.9586 2.5522 -2.5841
O 2.7908 3.4425 -2.7131
O 1.8807 1.5876 -3.3177
H -1.9065 2.6940 -0.2167
H -0.9620 2.2933 1.1483
H -0.7014 4.5478 0.1246
H 0.5335 5.7135 -1.2437
H 1.8524 4.9899 -2.0974
O -0.6875 -0.8425 -2.6305
Cl -2.3304 3.0853 -2.7254
O -3.0975 3.0620 -1.4271
O -3.2870 3.3428 -3.7889
O -1.3904 4.2247 -2.6121
C -3.9647 -1.9769 -1.8108
C -2.9330 -1.4355 -2.7958
C -3.5483 -0.3285 -3.6555
C -2.3955 -2.5655 -3.6661
N -1.8414 -0.7961 -2.0107
H -4.7802 -2.4515 -2.3581
H -4.3897 -1.1810 -1.2004
H -3.5216 -2.7231 -1.1477
H -4.3815 -0.7199 -4.2423
H -2.8043 0.0802 -4.3400
H -3.9215 0.4867 -3.0337
H -3.2232 -2.9981 -4.2294
H -1.9492 -3.3541 -3.0564
H -1.6445 -2.2075 -4.3652
```

**Orbital gap (alpha / beta)**: 7.686 / 7.801 eV
**Relative energy (zero: lowest compared OMol25 entry of this formula, charge and spin)**: 0.00 kcal per mole
**2S+1**: 5
**HOMO (alpha / beta)**: -7.5167 / -8.7171 eV

Number 1: energy -72673.081 eV. Number 2: energy -228539.065 eV. Number 3: energy -149179.202 eV. Number 4: energy -403789.516 eV. Number 5: energy -83650.215 eV.